Formula: C2H6NO2
Source: OMol25
Level of theory: ωB97M-V/def2-TZVPD

Last column: Löwdin charge in e.
Cartesian coordinates (Å):
C  -0.502  1.238  -1.513  -0.20
O  -1.143  1.157  -0.240  -0.18
H  -1.167  1.409  -2.395  0.05
H  0.198  0.299  -1.716  0.11
H  0.047  2.129  -1.473  0.03
C  1.012  -1.433  1.154  -0.56
N  -0.192  -0.886  1.576  -0.04
O  1.641  -1.596  0.046  -0.21
H  1.607  -1.793  2.055  0.06
H  -1.220  0.222  -0.015  0.01
H  -0.281  -0.747  2.522  -0.08

Computed properties:
Maximum force ... 0.1260 Eh/bohr
Charge ... -1
Highest occupied orbital energy ... -3.419 eV
Energy relative to the best compared isomer or geometry (same formula, charge and spin) ... 2.273 eV

Formula: C25H74NO11S10
Source: OMol25
Level of theory: ωB97M-V/def2-TZVPD

Last column: Löwdin charge in e.
Cartesian coordinates (Å):
C  -1.177  -1.435  1.739  0.04
N  -0.730  -0.354  0.782  -0.23
C  -0.707  -0.977  -0.631  0.02
C  -1.751  0.750  0.772  0.00
C  0.567  0.202  1.360  -0.07
C  1.230  1.053  0.347  -0.21
O  2.377  1.596  1.046  -0.06
H  -2.101  -1.733  1.436  0.07
H  -1.471  -1.195  2.552  0.00
H  -0.498  -2.251  1.575  0.11
H  -0.581  -0.352  -1.436  0.02
H  -1.784  -1.306  -0.887  0.13
H  0.137  -1.869  -0.768  0.15
H  -2.690  0.686  0.314  0.08
H  -1.304  1.564  0.302  0.06
H  -2.004  1.134  1.659  0.05
H  1.166  -0.723  1.530  0.14
H  0.361  0.530  2.415  0.13
H  0.742  1.865  0.226  0.01
H  1.416  0.507  -0.517  0.10
H  2.237  2.431  1.389  -0.04
C  -0.640  4.989  0.541  -0.33
S  -0.204  4.093  1.893  0.86
O  1.319  3.748  1.768  -0.52
C  -0.269  5.429  3.009  -0.23
H  -1.682  5.203  0.727  0.05
H  -0.681  4.488  -0.577  0.12
H  -0.078  5.924  0.318  0.08
H  0.098  6.251  2.383  0.06
H  0.025  5.333  4.002  0.03
H  -1.285  5.835  2.863  0.08
C  -0.777  1.135  -6.273  -0.29
S  0.061  -0.370  -5.866  0.86
O  1.460  -0.038  -5.271  -0.58
C  -1.034  -0.925  -4.608  -0.28
H  -0.788  1.921  -5.547  0.00
H  -1.804  0.956  -6.489  0.04
H  -0.258  1.894  -6.912  0.09
H  -2.100  -0.611  -4.979  0.08
H  -0.951  -0.323  -3.731  0.02
H  -1.031  -1.989  -4.379  0.05
C  -5.562  -1.966  1.112  -0.25
S  -4.996  -1.056  2.630  0.82
O  -4.665  0.324  2.043  -0.56
C  -6.623  -1.010  3.394  -0.27
H  -6.495  -1.671  0.772  0.01
H  -5.505  -3.115  1.119  0.08
H  -4.831  -1.630  0.280  0.06
H  -7.324  -1.866  3.720  0.11
H  -7.170  -0.456  2.572  0.07
H  -6.318  -0.330  4.064  -0.03
C  -0.460  -6.673  0.106  -0.31
S  -1.734  -5.629  -0.521  0.84
O  -1.716  -4.539  0.531  -0.60
C  -0.662  -4.773  -1.666  -0.30
H  0.259  -6.080  0.726  0.04
H  0.079  -7.323  -0.574  0.05
H  -0.884  -7.435  0.936  0.11
H  -1.094  -3.799  -2.019  0.05
H  -0.598  -5.535  -2.603  0.10
H  0.336  -4.576  -1.343  0.03
C  3.910  -1.567  -2.857  -0.32
S  3.945  -2.280  -1.300  0.83
O  2.447  -2.314  -0.753  -0.59
C  4.307  -3.937  -1.779  -0.28
H  4.879  -1.775  -3.505  0.12
H  3.675  -0.547  -2.651  0.01
H  3.044  -2.040  -3.460  0.09
H  5.327  -4.036  -2.429  0.13
H  3.438  -4.313  -2.248  0.02
H  4.440  -4.497  -0.859  0.04
C  2.247  3.028  -2.654  -0.19
S  0.595  2.549  -3.187  0.83
O  -0.231  2.210  -1.946  -0.58
C  0.037  4.140  -3.759  -0.27
H  2.164  3.802  -1.836  0.11
H  2.730  3.190  -3.521  0.02
H  2.636  2.237  -2.144  0.00
H  0.634  4.266  -4.764  0.10
H  0.245  4.882  -3.072  0.00
H  -1.150  4.131  -4.082  0.12
C  0.467  3.166  5.784  -0.30
S  -0.636  1.913  5.443  0.85
O  -0.954  2.061  3.958  -0.59
C  0.533  0.549  5.490  -0.31
H  -0.005  4.034  5.925  0.00
H  1.238  3.238  4.947  0.10
H  1.191  2.903  6.545  0.07
H  1.488  0.574  4.715  0.13
H  0.002  -0.445  5.133  0.05
H  0.956  0.163  6.455  0.06
C  1.177  -4.850  3.120  -0.29
S  1.170  -4.952  4.939  0.83
O  2.586  -4.746  5.195  -0.56
C  0.476  -3.297  5.229  -0.28
H  0.144  -4.671  2.889  0.00
H  1.255  -5.901  2.664  0.05
H  1.968  -4.224  2.510  0.12
H  1.033  -2.474  4.742  0.05
H  0.252  -3.119  6.230  0.02
H  -0.486  -3.207  4.649  0.06
C  -4.413  1.864  -4.626  -0.18
S  -4.400  3.190  -3.281  0.85
O  -5.865  3.418  -2.938  -0.55
C  -3.781  2.256  -2.020  -0.32
H  -3.522  1.338  -4.435  0.00
H  -4.522  2.370  -5.516  0.02
H  -5.215  1.217  -4.689  0.04
H  -2.664  2.207  -2.020  0.05
H  -4.168  1.426  -2.019  -0.05
H  -3.996  2.642  -0.933  0.13
C  6.181  1.646  0.639  -0.26
S  7.035  0.255  -0.332  0.83
O  6.369  -1.057  -0.110  -0.58
C  6.299  0.879  -1.720  -0.32
H  4.962  1.708  0.832  0.11
H  6.518  2.558  0.064  0.04
H  6.603  1.654  1.698  0.05
H  6.595  1.796  -1.826  -0.01
H  5.188  0.697  -1.525  0.08
H  6.769  0.162  -2.356  0.05

Computed properties:
Maximum force ... 0.2313 Eh/bohr
Charge ... +1
Highest occupied orbital energy ... -10.448 eV
Energy relative to the best compared isomer or geometry (same formula, charge and spin) ... 0.759 eV

Formula: C30H57BInN6OSb
Source: OMol25
Level of theory: ωB97M-V/def2-TZVPD

Last column: Löwdin charge in e.
Cartesian coordinates (Å):
In  0.238  0.173  -0.987  0.87
C  3.729  -0.063  -0.030  -0.08
C  4.188  -0.652  -1.345  -0.35
C  4.420  -2.163  -1.226  -0.03
C  3.284  -0.348  -2.497  -0.24
C  3.704  -0.332  -3.826  0.03
C  2.593  -0.002  -4.562  -0.02
N  1.563  0.153  -3.728  -0.02
N  1.962  -0.063  -2.435  0.03
B  0.126  0.581  -4.065  -0.53
N  -0.185  1.912  -3.377  -0.02
C  -0.439  3.066  -4.002  -0.02
C  -0.358  4.088  -3.090  0.02
C  -0.021  3.482  -1.879  -0.23
N  0.082  2.148  -2.050  0.04
C  0.227  4.233  -0.609  -0.34
C  0.981  3.427  0.426  -0.09
C  -1.079  4.811  -0.051  -0.03
N  -0.844  -0.499  -3.514  -0.05
C  -1.411  -1.473  -4.235  -0.03
C  -2.496  -1.960  -3.544  0.03
C  -2.557  -1.207  -2.371  -0.25
N  -1.532  -0.325  -2.333  0.04
C  -3.727  -1.135  -1.438  -0.37
C  -4.926  -0.547  -2.196  -0.04
C  -4.097  -2.494  -0.846  -0.04
H  4.510  -0.213  0.714  0.09
H  2.836  -0.575  0.329  0.02
H  3.527  1.010  -0.101  0.09
H  5.143  -0.185  -1.595  0.15
H  3.490  -2.673  -0.962  0.07
H  5.160  -2.377  -0.453  0.09
H  4.782  -2.584  -2.164  0.09
H  4.704  -0.512  -4.187  0.13
H  2.463  0.140  -5.623  0.14
H  0.006  0.696  -5.249  0.14
H  -0.644  3.081  -5.060  0.14
H  -0.498  5.141  -3.269  0.13
H  0.861  5.076  -0.894  0.15
H  0.372  2.598  0.791  0.00
H  1.214  4.058  1.283  0.10
H  1.920  3.028  0.030  0.09
H  -1.771  4.016  0.230  0.06
H  -1.579  5.437  -0.791  0.09
H  -0.879  5.426  0.828  0.09
H  -1.049  -1.707  -5.225  0.15
H  -3.205  -2.698  -3.884  0.13
H  -3.473  -0.426  -0.653  0.10
H  -5.272  -1.239  -2.965  0.09
H  -4.671  0.398  -2.677  0.09
H  -5.753  -0.369  -1.507  0.09
H  -4.324  -3.207  -1.641  0.09
H  -4.987  -2.406  -0.222  0.10
H  -3.297  -2.918  -0.243  0.05
C  2.854  -0.150  3.340  -0.09
C  1.506  0.534  3.464  -0.63
C  1.630  2.024  3.235  -0.11
C  0.902  0.235  4.831  -0.09
Sb  0.082  -0.331  1.922  1.66
C  -1.947  0.438  2.342  -0.67
C  -2.141  1.660  1.454  -0.14
C  -2.118  0.818  3.808  -0.10
C  -2.922  -0.668  1.987  -0.11
C  0.193  -2.537  2.061  -0.67
C  -0.942  -3.136  1.242  -0.12
C  0.071  -2.959  3.522  -0.09
C  1.537  -2.968  1.484  -0.11
H  3.544  0.356  4.026  0.11
H  3.271  -0.072  2.348  0.04
H  2.816  -1.196  3.641  0.08
H  2.222  2.438  4.058  0.11
H  0.667  2.540  3.237  0.08
H  2.156  2.244  2.312  0.06
H  1.659  0.524  5.570  0.11
H  0.690  -0.817  4.998  0.07
H  0.014  0.815  5.047  0.06
H  -1.441  2.461  1.690  0.06
H  -3.152  2.051  1.616  0.11
H  -2.061  1.425  0.387  0.05
H  -1.532  1.694  4.080  0.08
H  -1.886  0.000  4.490  0.08
H  -3.171  1.079  3.962  0.11
H  -2.711  -1.112  1.023  0.03
H  -3.935  -0.249  1.949  0.12
H  -2.926  -1.457  2.739  0.09
H  -1.905  -3.017  1.727  0.06
H  -0.761  -4.214  1.148  0.11
H  -1.005  -2.722  0.235  0.05
H  -0.832  -2.577  4.003  0.09
H  0.940  -2.670  4.109  0.07
H  0.016  -4.053  3.555  0.11
H  1.629  -2.717  0.430  0.04
H  1.607  -4.059  1.569  0.11
H  2.386  -2.550  2.020  0.07
O  0.618  -2.370  -1.630  -0.09
H  0.933  -2.251  -2.535  0.06
H  0.437  -3.313  -1.530  0.09

Computed properties:
Maximum force ... 0.0104 Eh/bohr
Charge ... +2
Highest occupied orbital energy ... -14.221 eV
Energy relative to the best compared isomer or geometry (same formula, charge and spin) ... 0.000 eV

Gap between HOMO and LUMO values, unit eV, following the record order: 7.71 8.76 7.89.